Computed, not measured: 2 unconnected molecules or ions with the total composition C3H11N2S, with ωB97M-V/def2-TZVPD.

Each atom is followed by the atoms it is bonded to, with distances in Å.
Atoms and positions in Å:
1 C -1.6707 1.8408 -0.1081  C2 1.521, H4 1.105, H5 1.187, H6 1.189
2 C -0.3197 2.0926 -0.7603  C1 1.521, S3 1.890, H7 1.160, H8 1.152
3 S 1.0239 1.2101 0.2345  C2 1.890, H9 1.455
4 H -2.5516 2.4796 -0.3033  C1 1.105
5 H -2.0230 0.7185 -0.2696  C1 1.187
6 H -1.4997 2.1784 1.0190  C1 1.189
7 H 0.1069 3.1511 -0.5520  C2 1.160
8 H -0.2557 1.5811 -1.7904  C2 1.152
9 H 2.1997 0.9306 1.0455  S3 1.455
10 N 1.3965 -1.5833 -0.5184  C11 1.311, H13 1.093, H14 1.074
11 C 0.3502 -2.3044 -0.1944  N10 1.311, N12 1.328, H15 1.089
12 N 0.1517 -2.4622 1.1089  C11 1.328, H16 1.047, H17 1.061
13 H 1.8353 -0.7897 0.0912  N10 1.093
14 H 1.7040 -1.4653 -1.5407  N10 1.074
15 H -0.3906 -2.7021 -0.8866  C11 1.089
16 H -0.7294 -2.8639 1.5077  N12 1.047
17 H 0.6722 -2.0118 1.9170  N12 1.061

Properties
2S+1: 2
Charge: 0
Max |F|: 0.06863 Eh/bohr
Gap between HOMO and LUMO (spin up / spin down): 0.1840 / 0.2534 Ha
Relative energy (zero: lowest compared OMol25 entry of this formula, charge and spin): 365.7 kJ/mol

natural (NBO) atomic charge list, values in e, 2 entries: -0.64, -0.54